No. 1
The following is a quantum chemistry calculation of an isolated molecule of C2H7NO in a non-equilibrium geometry, from the OMol25 dataset.

Last column: Löwdin charge in e.
CARTESIAN COORDINATES (ANGSTROEM)
N: 1.44024 0.76786 0.20169  -0.020
C: 0.63514 -0.48713 0.07282  -0.269
C: -0.82151 -0.22410 0.16863  -0.390
O: -1.32506 0.54898 -0.84008  -0.094
H: 1.59156 1.03690 1.17459  0.057
H: 0.84957 1.51299 -0.21249  0.067
H: 1.03654 -1.35030 0.71852  0.133
H: 0.76690 -0.82132 -1.02288  0.124
H: -1.09508 0.33100 1.03656  0.106
H: -1.41323 -1.14707 0.24936  0.118
H: -1.66506 -0.16781 -1.54671  0.169

Values from the calculation:
HOMO-LUMO gap	10.1	eV
net charge	0
LUMO	0.0307	Ha
E_HOMO	-9.252	eV
SMILES string	NCCO

---

No. 2
The following is a quantum chemistry calculation of a cluster of 2 separate species, C2H7NO in total in a non-equilibrium geometry, from the OMol25 dataset.

Last column: Löwdin charge in e.
CARTESIAN COORDINATES (ANGSTROEM)
C: 0.44651 -1.68938 -1.06534  -0.093
N: 0.14655 -1.57752 0.18769  -0.074
C: 0.62591 -0.28156 0.73223  -0.148
H: 1.36458 -2.21382 -1.36868  0.081
H: 0.32831 -0.91184 -1.81592  0.051
H: -0.05181 0.56804 0.67172  0.031
H: 0.82989 -0.41929 1.79643  0.068
H: 1.66061 -0.03389 0.40402  0.079
O: -1.83290 1.77018 0.27007  -0.082
H: -2.45409 2.43182 -0.10729  0.055
H: -1.06357 2.35724 0.29507  0.031

Values from the calculation:
HOMO-LUMO gap	8.3	eV
net charge	0
LUMO	0.0031	Ha
E_HOMO	-8.254	eV
SMILES string	C=NC.O

---

No. 3
The following is a quantum chemistry calculation of an isolated molecule of C2H7NO in a non-equilibrium geometry, from the OMol25 dataset.

Last column: Löwdin charge in e.
CARTESIAN COORDINATES (ANGSTROEM)
N: -1.50401 -0.64076 0.08054  -0.034
C: -0.57891 0.42333 -0.35426  -0.285
C: 0.76688 0.37167 0.38392  -0.286
O: 1.52434 -0.75052 -0.05536  -0.094
H: -1.51820 -0.49043 1.09910  0.063
H: -1.11462 -1.58744 -0.09973  0.077
H: -1.12329 1.42724 -0.24779  0.126
H: -0.34206 0.18782 -1.44923  0.122
H: 0.64036 0.27750 1.43245  0.097
H: 1.33659 1.28798 0.13650  0.115
H: 1.91293 -0.50639 -0.92614  0.100

Values from the calculation:
HOMO-LUMO gap	10.2	eV
net charge	0
LUMO	0.0351	Ha
E_HOMO	-9.289	eV
SMILES string	NCCO

---

No. 4
The following is a quantum chemistry calculation of a cluster of 2 separate species, C2H7NO2 in total in a non-equilibrium geometry, from the OMol25 dataset.

Last column: Löwdin charge in e.
CARTESIAN COORDINATES (ANGSTROEM)
C: -0.79365 -0.65984 0.85271  -0.029
C: -0.84642 0.71252 0.27902  -0.577
N: -1.25793 1.57658 1.20861  0.156
O: -0.52081 1.05850 -0.89526  0.000
H: -1.43177 -1.27426 0.24779  0.079
H: 0.25281 -1.08549 1.06289  0.117
H: -1.40326 -0.74545 1.74263  0.065
H: -1.13776 1.18307 2.13838  0.107
H: -1.15814 2.52540 1.04834  0.087
O: 2.72203 -2.05321 -1.55568  -0.034
H: 3.53604 -2.26031 -1.18868  -0.014
H: 2.37827 -1.73740 -0.69448  0.043

Values from the calculation:
HOMO-LUMO gap	10.4	eV
net charge	0
LUMO	0.0217	Ha
E_HOMO	-9.824	eV
SMILES string	CC(N)=O.O

---

No. 5
The following is a quantum chemistry calculation of a cluster of 2 separate species, C2H7NO2 in total, from the OMol25 dataset.

Last column: Löwdin charge in e.
CARTESIAN COORDINATES (ANGSTROEM)
N: -0.70052 -0.59409 1.44250  0.000
C: -0.63315 0.84083 1.32563  -0.253
C: -0.20840 1.35130 -0.05396  -0.233
O: 0.23031 0.58621 -0.88045  0.024
H: -1.25691 -1.00712 0.70252  0.074
H: 0.22195 -0.98797 1.35086  0.065
H: 0.16071 1.20901 1.98604  0.119
H: -1.55128 1.30767 1.68735  0.110
H: -0.16107 2.42584 -0.29837  0.117
O: 1.36608 -1.99325 -2.69738  -0.073
H: 1.19977 -2.10862 -1.75135  0.023
H: 1.33251 -1.02980 -2.81338  0.027

Values from the calculation:
HOMO-LUMO gap	10.6	eV
net charge	0
LUMO	0.0267	Ha
E_HOMO	-9.842	eV
SMILES string	NCC=O.O

---

No. 6
The following is a quantum chemistry calculation of a cluster of 2 separate species, C2H7NO2 in total in a non-equilibrium geometry, from the OMol25 dataset.

Last column: Löwdin charge in e.
CARTESIAN COORDINATES (ANGSTROEM)
C: 1.15991 -0.69461 0.37507  -0.072
N: 0.35894 -0.25623 1.51992  -0.046
C: -0.93769 0.08222 1.41776  -0.379
O: -1.57887 0.27590 0.37262  -0.008
H: 2.21121 -0.50975 0.65296  0.080
H: 0.94280 -0.15250 -0.56067  0.080
H: 1.02846 -1.77476 0.19450  0.088
H: 0.61162 -0.57929 2.45710  0.131
H: -1.39166 0.12982 2.43724  0.127
O: -0.84962 0.80978 -2.76535  -0.092
H: -1.26565 1.09825 -3.60914  0.045
H: -0.28944 1.57117 -2.49200  0.044

Values from the calculation:
HOMO-LUMO gap	10.4	eV
net charge	0
LUMO	0.0300	Ha
E_HOMO	-9.618	eV
SMILES string	CNC=O.O

---

No. 7
The following is a quantum chemistry calculation of a cluster of 2 separate species, C2H7NO2 in total in a non-equilibrium geometry, from the OMol25 dataset.

Last column: Löwdin charge in e.
CARTESIAN COORDINATES (ANGSTROEM)
N: -2.88711 -0.83297 -1.81163  0.088
C: -1.89445 -1.74307 -2.08726  -0.413
O: -1.59616 -2.08288 -3.21293  0.018
H: -3.12781 -0.28008 -2.62617  0.096
H: -2.60026 -0.16166 -1.11005  0.088
H: -1.51376 -2.21491 -1.16735  0.124
C: 2.45700 0.93558 1.86984  -0.163
O: 1.24873 1.65118 2.13517  -0.133
H: 3.27577 1.65198 1.77160  0.076
H: 2.66808 0.26093 2.70103  0.074
H: 2.40543 0.37456 0.94118  0.073
H: 1.56454 2.44136 2.59656  0.073

Values from the calculation:
HOMO-LUMO gap	10.8	eV
net charge	0
LUMO	0.0248	Ha
E_HOMO	-10.171	eV
SMILES string	NC=O.CO

---

No. 8
The following is a quantum chemistry calculation of an isolated molecule of C2H7NO2S in a non-equilibrium geometry, from the OMol25 dataset.

Last column: Löwdin charge in e.
CARTESIAN COORDINATES (ANGSTROEM)
C: 1.42863 0.65940 0.22100  -0.117
C: 1.05435 -0.12750 -0.98945  -0.194
N: -2.29040 -0.80851 0.76747  -0.177
O: -1.27564 1.35732 0.10709  -0.469
O: -0.22160 -0.88801 -0.54022  -0.460
S: -1.62305 0.07656 -0.52952  0.893
H: 1.09660 0.03706 1.04748  0.083
H: 2.49695 0.81062 0.23952  0.068
H: 1.13368 1.71707 0.27294  0.081
H: 1.55550 -1.03516 -1.22234  0.109
H: 0.60923 0.55503 -1.70616  0.097
H: -2.23414 -1.79286 0.72743  0.022
H: -1.73010 -0.56102 1.60476  0.065

Values from the calculation:
HOMO-LUMO gap	10.8	eV
net charge	0
LUMO	0.0335	Ha
E_HOMO	-9.895	eV

---

No. 9
The following is a quantum chemistry calculation of an isolated molecule of C2H7NO2S in a non-equilibrium geometry, from the OMol25 dataset.

Last column: Löwdin charge in e.
CARTESIAN COORDINATES (ANGSTROEM)
C: 0.52694 1.89832 -0.22895  -0.152
O: -0.23210 1.20895 0.71192  -0.220
N: -0.64742 -0.08576 0.04083  -0.581
S: -2.26685 -0.06837 -0.19411  0.870
O: -0.13195 -1.15377 0.83069  -0.190
C: 0.67973 -1.98905 -0.00058  -0.058
H: 1.44803 2.22867 0.30604  0.087
H: -0.13293 2.80373 -0.75498  0.134
H: 0.76373 1.15459 -1.00103  0.071
H: -2.72511 0.34184 0.91782  -0.169
H: 0.56379 -2.91075 0.26963  0.022
H: 1.73114 -1.66705 0.12618  0.100
H: 0.42301 -1.76135 -1.02345  0.086

Values from the calculation:
HOMO-LUMO gap	10.3	eV
net charge	0
LUMO	0.0324	Ha
E_HOMO	-9.414	eV
SMILES string	CON(S)OC

---

No. 10
The following is a quantum chemistry calculation of a cluster of 2 separate species, C2H7NO2S in total in a non-equilibrium geometry, from the OMol25 dataset.

Last column: Löwdin charge in e.
CARTESIAN COORDINATES (ANGSTROEM)
C: 2.14577 -0.75951 -0.18093  -0.265
C: -2.33251 0.18123 -0.42923  -0.045
N: -0.19228 1.11836 -0.66435  -0.431
O: 0.82571 -0.96262 -0.55814  -0.146
O: -1.33768 1.08322 -0.00986  -0.299
S: 0.91038 2.08654 0.10243  0.821
H: 2.85208 -0.84582 -0.92749  0.035
H: 2.62676 -1.45141 0.61091  0.108
H: 2.17964 0.25052 0.26278  -0.018
H: -2.68032 -0.15146 0.51694  0.085
H: -1.81301 -0.65732 -0.90292  0.088
H: -2.91021 0.81060 -1.11099  0.101
H: 0.47310 1.62563 1.37128  -0.036

Values from the calculation:
HOMO-LUMO gap (spin up / spin down)	7.7 / 9.4	eV
net charge	0
LUMO (spin up / spin down)	-0.0241 / -0.0046	Ha
E_HOMO (spin up / spin down)	-8.315 / -9.508	eV

---

Taking the records one at a time from the top gives E values of -5724.0632, -5721.5476, -5724.4399, -7772.2712, -7772.0008, -7772.3902, -7772.0362, -18606.0475, -18602.4620, -18601.2813 eV.
Taking the records one at a time from the top gives relative energy (zero: lowest compared OMol25 entry of this formula, charge and spin) values of 27.2, 85.2, 18.5, 28.9, 35.2, 26.2, 34.3, 54.1, 136.8, 164.0 kcal/mol.